This record from the Open Molecules 2025 dataset describes a 3-piece molecular cluster, C4H15N2O2 overall at a distorted geometry. The level of theory is ωB97M-V with the def2-TZVPD basis set.

XYZ file:
```
23
Properties=species:S:1:pos:R:3:mulliken_charge:R:1
C -0.03 -0.01 0.79 -0.1877
H 2.31 0.50 -0.85 0.2523
H -3.69 -0.11 -1.44 0.2433
H -0.55 0.90 -2.46 0.4049
H -1.63 -1.55 -0.97 0.3679
H 1.02 -0.10 3.52 0.3143
H -2.60 0.85 -0.60 0.1842
H -0.94 -0.62 0.88 0.4279
C -0.35 0.08 -1.77 -0.2795
O 0.42 0.59 3.83 -0.6414
N -2.75 0.26 -1.40 -0.5013
H 0.38 -0.60 -2.22 0.3042
H -0.12 0.77 1.54 0.2797
H -1.85 -1.18 -2.58 0.3993
C 0.12 0.64 -0.52 -0.5702
N 1.09 -0.87 1.23 -0.5646
H 1.97 -0.46 0.94 0.2945
O 3.22 0.20 -0.69 -0.6332
H 0.31 1.71 -0.57 0.5372
H 3.81 0.95 -0.66 0.3489
H 1.18 -1.79 0.82 0.2938
H 0.40 0.51 4.79 0.3183
C -1.70 -0.69 -1.62 -0.5929
```

Relative energy (zero: lowest compared OMol25 entry of this formula, charge and spin)   439.67 kJ/mol
Total energy   -421.0260 hartree
HOMO   -13.67 eV
Net charge   +1
Molar mass   123.18 g mol⁻¹